Entry 1:
This record from the OMol25 dataset describes C38H39F3LiN6O4PS5Sb as an isolated structure. The level of theory is ωB97M-V/def2-TZVPD.

```
! RIJCOSX wB97M-V def2-TZVPD def2/J DEFGRID3
* xyz -2 2
Li 0.17066 0.29367 -0.00820
C 0.74072 4.47740 3.71901
C 1.36863 3.45853 4.64995
O 0.67270 2.21550 4.64898
P 0.83209 1.15141 3.41832
S 2.68762 1.07241 2.81726
S -0.61572 1.47519 2.10273
O 0.38385 -0.17813 4.23121
C 1.23034 -0.72091 5.24788
C 0.65913 -0.42552 6.62021
H 1.31036 5.40964 3.75690
H -0.29363 4.67947 4.00152
H 0.74345 4.10916 2.69349
H 1.33017 3.80342 5.68624
H 2.41316 3.28438 4.37928
H 2.23984 -0.32116 5.13231
H 1.27227 -1.79779 5.07273
H 0.69972 0.64374 6.82715
H 1.22698 -0.96218 7.38507
H -0.38086 -0.74997 6.67112
F -1.79236 -4.65038 7.65572
C -1.60299 -4.13252 6.41259
C -2.46141 -3.15499 5.95895
C -2.26145 -2.63980 4.68318
C -1.23275 -3.09634 3.85915
C -0.37769 -4.06666 4.37917
C -0.55244 -4.59783 5.65183
Sb -0.82747 -2.21364 1.89924
C -0.96739 -4.12540 0.85902
C -1.97663 -4.42356 -0.05497
C -1.98615 -5.61603 -0.76972
C -0.95968 -6.51149 -0.56596
F -0.96256 -7.68411 -1.25431
C 0.08084 -6.25185 0.29985
C 0.06856 -5.05004 0.99593
C -2.88598 -1.74034 1.48100
C -3.92381 -2.57947 1.88586
C -5.24448 -2.30408 1.55781
C -5.50740 -1.17798 0.80278
F -6.79758 -0.90614 0.47714
C -4.51439 -0.33091 0.36414
C -3.19980 -0.62099 0.71203
H -3.26105 -2.80055 6.59665
H -2.92435 -1.85722 4.33302
H 0.45656 -4.42833 3.78914
H 0.11204 -5.35213 6.05302
H -2.77500 -3.71286 -0.23190
H -2.76925 -5.84488 -1.48128
H 0.88738 -6.96568 0.40480
H 0.91166 -4.82969 1.64144
H -3.70476 -3.47133 2.46237
H -6.05660 -2.94856 1.86875
H -4.75821 0.53459 -0.23782
H -2.41717 0.03757 0.35492
N -0.88304 1.85534 -6.26065
C -0.79189 1.02963 -5.13189
O -0.47734 -0.16787 -5.29155
C -1.09983 1.63385 -3.87036
C -1.79079 2.88825 -3.67388
C -2.00648 3.29398 -2.36554
C -1.54846 2.54899 -1.29141
N -0.82399 1.37798 -1.47612
C -0.64821 0.97969 -2.71263
H -0.36217 1.47001 -7.03471
H -0.66759 2.82536 -6.08065
H -2.18528 3.45110 -4.51014
H -2.54982 4.21230 -2.16455
H -1.68382 2.87826 -0.26982
H -0.08155 0.06457 -2.85350
C -2.02980 -1.95944 -2.90057
N -0.72223 -2.54879 -2.67613
C 0.09978 -2.12379 -1.68897
N 1.39133 -2.56274 -1.71092
O -0.31016 -1.37839 -0.78648
H -2.79584 -2.73656 -2.95840
H -2.02235 -1.36457 -3.81594
H -2.25132 -1.30023 -2.06458
H -0.30747 -3.06534 -3.43143
H 1.75815 -2.78152 -2.62662
H 2.00445 -1.89805 -1.23059
S 3.31967 2.01904 -6.64895
C 3.12132 1.18225 -5.20752
S 3.15024 1.95511 -3.66598
C 2.84239 0.43315 -2.83503
N 2.70776 -0.55097 -3.67705
N 2.88714 -0.12500 -4.98966
C 2.78719 -1.15366 -5.96790
C 1.83738 -2.15128 -5.77916
C 1.73908 -3.19087 -6.68610
C 2.58285 -3.24573 -7.78952
C 3.52391 -2.24521 -7.97230
C 3.63292 -1.19771 -7.06652
S 2.77958 0.39850 -1.12832
H 1.15429 -2.05214 -4.94968
H 0.98313 -3.95320 -6.54140
H 2.49741 -4.05538 -8.50406
H 4.18837 -2.27325 -8.82767
H 4.36756 -0.42142 -7.21053
*
```

Total energy, eV: -135537.697
<S²>: 0.7700

Here are the Löwdin charges for atoms 1 to 4, given in e: atom 1 (Li): 0.384, atom 2 (C): -0.100, atom 3 (C): -0.341, atom 4 (O): -0.361



Entry 2:
This record from the OMol25 dataset describes C38H39GaN2OP3 as an isolated structure at a distorted geometry. The level of theory is ωB97M-V/def2-TZVPD.

```
! RIJCOSX wB97M-V def2-TZVPD def2/J DEFGRID3
* xyz 1 1
C -1.63201 3.29413 -3.69502
C -1.48506 1.98487 -3.24824
C -0.18876 1.40950 -3.22486
C 0.96707 2.22399 -3.39960
C 0.77921 3.57522 -3.81029
C -0.50305 4.07812 -3.99443
C 2.20394 1.60696 -3.08906
C 2.32812 0.24150 -3.42989
C 1.14465 -0.54459 -3.29676
C 1.19861 -1.96187 -3.35245
C 2.39821 -2.56810 -3.72281
C 3.55498 -1.80199 -3.94567
C 3.53694 -0.42494 -3.77850
H -2.63333 3.72451 -3.75814
H 1.67059 4.18249 -4.00239
H -0.64929 5.09775 -4.34572
H 3.09852 2.21864 -2.94130
H 2.43887 -3.65817 -3.77962
H 4.47569 -2.31036 -4.22901
H 4.43914 0.19157 -3.91963
N 0.00453 0.09493 -2.77944
Ga 0.03122 0.00514 -0.72469
C -2.63243 1.19718 -2.66475
H -2.76752 0.23414 -3.17665
H -3.56970 1.76220 -2.68101
C 0.02494 -2.75498 -2.84253
H -0.91512 -2.45733 -3.32333
H 0.17975 -3.83414 -2.95038
P -2.23988 0.82474 -0.90502
P -0.14139 -2.40853 -1.04166
C 1.22987 -3.42293 -0.37707
H 1.09722 -3.59123 0.69907
H 1.22260 -4.39480 -0.89696
H 2.19188 -2.92677 -0.55969
C -1.64572 -3.32461 -0.59436
H -1.51728 -4.37807 -0.89107
H -1.80372 -3.26947 0.49049
H -2.51471 -2.89828 -1.11690
C -2.27363 2.47886 -0.12165
H -3.29599 2.87828 -0.19158
H -1.96959 2.40921 0.93303
H -1.58374 3.14819 -0.65286
C -3.74704 -0.01712 -0.34669
H -3.73810 -0.13333 0.74388
H -4.61808 0.58789 -0.64170
H -3.81284 -1.00921 -0.81805
C 2.68133 -0.17555 0.66230
O 3.30166 -0.32129 1.60710
H 1.49869 0.97217 -1.11556
N -0.61584 -0.32977 1.03445
P -0.92276 -0.18195 2.56420
C -2.37043 -1.01165 3.27551
C -2.62942 -0.87690 4.64759
C -3.73157 -1.50634 5.22657
C -4.59058 -2.28264 4.43970
C -4.32013 -2.44345 3.07511
C -3.20172 -1.83422 2.49925
C 0.40202 -0.84255 3.63054
C 1.20265 -1.85957 3.10481
C 2.16563 -2.46895 3.90828
C 2.34466 -2.04507 5.23053
C 1.56895 -0.99523 5.74006
C 0.60269 -0.38593 4.93566
C -1.06698 1.51265 3.18441
C 0.08965 2.30982 3.17288
C 0.02590 3.63934 3.58943
C -1.18784 4.19081 4.01673
C -2.34550 3.40680 3.99753
C -2.29535 2.07868 3.56645
H -1.96726 -0.27817 5.26926
H -3.91714 -1.38150 6.29347
H -5.46319 -2.76068 4.89439
H -4.98590 -3.04770 2.45560
H -2.97499 -1.97764 1.44431
H 1.04259 -2.17689 2.07120
H 2.76696 -3.27645 3.49860
H 3.08890 -2.53239 5.86543
H 1.70981 -0.65064 6.76502
H 0.01564 0.44594 5.33264
H 1.04123 1.88785 2.84038
H 0.93412 4.24430 3.58838
H -1.22540 5.22524 4.37108
H -3.29659 3.82901 4.32540
H -3.20825 1.48082 3.53986
*
```

Total energy, eV: -125303.805

Here are the Löwdin charges for atoms 1 to 4, given in e: atom 1 (C): -0.020, atom 2 (C): -0.226, atom 3 (C): -0.204, atom 4 (C): -0.162